1.
One molecule with the formula C3H6N2O, computed with ωB97M-V/def2-TZVPD.

Positions of all 12 atoms, in Å:
N: -0.496588 -0.512410 2.015849
C: 0.491433 -0.427653 1.063800
O: 1.233472 -1.355997 0.768253
C: 0.590014 0.945597 0.502633
C: -0.195161 0.017697 -1.694029
N: 0.255197 1.049278 -0.752841
H: -0.496879 -1.338663 2.596505
H: -0.778115 0.353527 2.452906
H: 0.110666 -0.958280 -1.326623
H: -1.279962 0.054118 -1.799789
H: 0.258539 0.194821 -2.671166
H: 0.307384 1.977964 -1.155498

Atomic forces in eV per Å
N 0.138 -0.012 -0.014
C 0.057 -0.171 0.114
O -0.269 0.338 0.089
C -0.111 0.003 -0.611
C -0.047 -0.130 -0.044
N 0.142 0.105 0.442
H 0.013 0.063 -0.081
H 0.014 -0.164 -0.052
H -0.017 0.044 -0.034
H 0.019 0.009 0.011
H -0.009 -0.007 0.121
H 0.071 -0.078 0.061

LUMO, eV: 0.87
Orbital gap, eV: 9.36
Energy relative to the best compared isomer or geometry (same formula, charge and spin), kJ/mol: 212.7
E_tot, Eh: -302.61210
Total charge: 0

=====

2.
One molecule with the formula C2H9NSi2, computed with ωB97M-V/def2-TZVPD.

Positions of all 14 atoms, in Å:
C: -1.198644 -0.616122 0.390000
C: -0.944217 0.757694 -0.272900
N: -0.445763 -1.733729 -0.017667
Si: 0.746888 1.426361 0.110515
Si: 1.859268 -0.635469 -0.041005
H: -1.109315 -0.465617 1.604744
H: -2.258377 -0.821075 0.284207
H: -1.111842 0.799655 -1.314149
H: -1.740851 1.342384 0.208400
H: -0.605550 -1.750942 -1.049082
H: 1.360644 2.159671 -1.050597
H: 0.905814 2.304216 1.383851
H: 1.826289 -1.815468 0.941924
H: 2.715658 -0.951565 -1.178236

Atomic forces in eV per Å
C -0.030 1.123 3.021
C -0.892 0.097 2.260
N 2.636 0.918 -2.089
Si 0.981 0.514 0.374
Si -3.005 -2.453 1.341
H 0.060 -0.248 -2.684
H -0.536 -0.163 -0.145
H -0.231 -0.337 -1.335
H 0.256 0.613 -0.332
H 0.186 -0.425 0.718
H -0.248 -0.027 0.355
H -0.175 -0.857 -0.935
H 0.864 1.198 -0.178
H 0.136 0.047 -0.369

LUMO, eV: -0.37
Orbital gap, eV: 7.78
Energy relative to the best compared isomer or geometry (same formula, charge and spin), kJ/mol: 281.7
E_tot, Eh: -715.20052
Total charge: 0

=====

3.
C31H39Br69N5O2 as an isolated structure, computed with ωB97M-V/def2-TZVPD.

Positions of all 146 atoms, in Å:
C: -0.608416 2.118747 1.218935
C: -1.351972 1.456119 -0.024262
N: -2.087887 2.176527 -0.829569
C: -1.150984 -0.128025 -0.295332
N: -1.714460 -0.981765 0.791495
C: -3.156345 -1.058107 0.797138
N: -4.086555 -0.062664 0.281564
N: -3.709880 -2.154769 1.393821
N: -1.210277 -2.279370 0.820454
C: -0.900887 -2.846952 -0.503043
C: -2.059965 -3.533757 -1.386303
O: 0.218801 -2.847657 -1.030423
C: -0.172551 -2.496617 1.829907
C: -0.261220 -1.608398 3.171132
O: 0.734736 -3.323441 1.781898
H: -0.083230 1.285738 1.774195
H: -1.407605 2.652698 1.821846
H: 0.141798 2.867162 0.782196
H: -2.472470 1.595711 -1.589984
H: -0.017410 -0.242078 -0.431582
H: -1.630372 -0.300965 -1.323695
H: -3.901138 0.799520 0.830093
H: -3.973889 0.106452 -0.725837
H: -4.106611 -2.074624 2.341858
H: -3.736733 -3.084571 0.968239
H: -1.907923 -4.656234 -1.474191
H: -3.102794 -3.232384 -1.063690
H: -1.906570 -3.118085 -2.440963
H: -0.396839 -0.505252 2.962712
H: 0.590227 -1.860465 3.869966
H: -1.218897 -1.969431 3.692880
C: -7.807019 2.002054 -0.067609
Br: -7.889101 0.070181 0.028183
Br: -5.981754 2.634324 0.128448
Br: -8.639762 2.683642 -1.677254
H: -8.374497 2.391548 0.774190
C: -6.930108 -4.650779 2.245841
Br: -5.699078 -5.420746 0.960679
Br: -6.110768 -4.432361 3.987481
Br: -7.679284 -2.988662 1.596993
H: -7.749277 -5.356220 2.363133
C: -8.150534 -8.724253 1.443396
Br: -6.908056 -9.481312 0.164014
Br: -7.339945 -8.503068 3.191136
Br: -8.928090 -7.069984 0.797928
H: -8.965616 -9.436263 1.556698
C: 3.038750 -0.338404 2.120198
Br: 4.077871 -0.933300 0.600954
Br: 4.124001 -0.136683 3.712732
Br: 2.042674 1.277981 1.719370
H: 2.308921 -1.117554 2.331731
C: -2.702940 -3.825401 6.591049
Br: -2.873889 -1.918334 6.283644
Br: -4.432422 -4.678091 6.721527
Br: -1.593230 -4.663267 5.243946
H: -2.203986 -3.949098 7.550293
C: 5.322145 2.900780 0.129768
Br: 6.361339 2.303891 -1.392273
Br: 6.413431 3.099903 1.719739
Br: 4.327943 4.517081 -0.269106
H: 4.592523 2.122217 0.341080
C: -4.155377 4.922029 -0.014480
Br: -4.763606 4.996739 -1.853858
Br: -2.276681 4.459234 0.103181
Br: -4.556406 6.557123 0.942180
H: -4.711098 4.123483 0.472832
C: 5.826617 2.979394 -5.705909
Br: 5.211946 2.893024 -7.542287
Br: 7.638601 2.313140 -5.520977
Br: 5.632780 4.760398 -4.964556
H: 5.185127 2.321472 -5.124671
C: 7.373400 8.240890 -2.867305
Br: 5.475676 8.128283 -2.488815
Br: 8.380738 6.901362 -1.893411
Br: 7.734292 8.172968 -4.769724
H: 7.711094 9.212264 -2.514560
C: 12.387240 7.125259 -1.442951
Br: 13.496589 5.821043 -0.534559
Br: 12.721011 8.924601 -0.804773
Br: 12.560429 7.001177 -3.368880
H: 11.354118 6.888485 -1.200724
C: -3.465838 2.242325 -4.383603
Br: -3.127002 0.987580 -2.941392
Br: -1.867464 2.588971 -5.423563
Br: -4.944009 1.671321 -5.498579
H: -3.759415 3.185350 -3.924808
C: 1.156866 -4.678787 7.934852
Br: 2.438280 -3.767906 6.799929
Br: 1.735114 -6.472163 8.385209
Br: 0.728086 -3.640797 9.515359
H: 0.236392 -4.773781 7.355525
C: -0.573589 5.021064 4.654575
Br: -0.704208 3.087858 4.744194
Br: 1.254400 5.627549 4.845459
Br: -1.402921 5.724497 3.049727
H: -1.130668 5.417214 5.500879
C: 7.156373 -2.858679 2.004808
Br: 7.127227 -4.046454 0.472309
Br: 7.724344 -3.770793 3.618306
Br: 8.215185 -1.270962 1.666656
H: 6.132495 -2.530380 2.168860
C: -6.809479 -1.141992 -7.764244
Br: -7.241334 0.751335 -7.723015
Br: -8.393143 -2.237990 -7.546494
Br: -5.819814 -1.635864 -9.359196
H: -6.168403 -1.339519 -6.911880
C: -3.820955 10.785576 -0.519660
Br: -3.136217 11.047456 1.274552
Br: -2.704310 9.580264 -1.548014
Br: -5.672885 10.214338 -0.506097
H: -3.789213 11.751784 -1.017048
C: -1.859114 -1.315021 -7.091382
Br: -3.712582 -1.614264 -6.600659
Br: -0.695416 -2.671682 -6.340277
Br: -1.643100 -1.152163 -9.010006
H: -1.560737 -0.363873 -6.655655
C: 7.615570 -4.270171 -3.981030
Br: 6.940517 -4.279358 -5.794773
Br: 9.443544 -4.905178 -3.871870
Br: 7.408577 -2.521689 -3.172613
H: 7.002665 -4.966419 -3.412586
C: 1.146938 8.838679 7.764501
Br: 0.901421 7.864404 9.421446
Br: 2.900607 8.528717 6.999146
Br: -0.268812 8.465288 6.494028
H: 1.087075 9.897178 8.005242
C: -12.416902 -8.520334 3.028247
Br: -13.115351 -7.590354 1.478058
Br: -12.011178 -10.374259 2.634266
Br: -10.891892 -7.600148 3.792307
H: -13.200986 -8.518274 3.781440
C: 3.011270 -4.538575 -5.371124
Br: 1.149653 -4.772001 -4.876935
Br: 4.120527 -5.899357 -4.552545
Br: 3.245838 -4.455968 -7.292777
H: 3.335002 -3.581179 -4.969258
C: 5.167585 0.395049 7.668242
Br: 5.809575 0.845674 9.439784
Br: 6.157095 -1.068060 6.875652
Br: 3.265503 0.048546 7.624393
H: 5.334009 1.265717 7.038505
C: 9.057756 -4.415793 -9.588800
Br: 9.865132 -4.087207 -7.858175
Br: 9.998374 -5.795451 -10.572012
Br: 7.163340 -4.803534 -9.437934
H: 9.149602 -3.497079 -10.162712

Atomic forces in eV per Å
C -1.290 -0.795 -1.249
C -0.985 1.092 -0.644
N 3.000 -3.743 2.384
C 1.068 2.817 -0.940
N -4.436 -0.268 -2.999
C 0.652 -0.044 0.125
N 2.169 -0.690 2.316
N 0.068 0.257 0.349
N 3.004 -1.269 0.967
C 1.677 -1.652 -3.775
C 0.284 1.250 -0.077
O -3.115 0.488 2.579
C 2.378 0.098 2.301
C -1.572 -0.675 -0.621
O -2.738 1.467 -0.916
H -1.457 1.569 -0.495
H 1.261 -0.626 -0.552
H -1.013 -0.949 0.886
H 1.365 1.418 2.786
H -1.656 -0.401 0.593
H 0.663 -0.359 1.637
H -0.278 -0.149 -0.968
H 0.123 0.073 0.428
H -0.544 0.169 -1.092
H 0.722 0.339 0.538
H -0.230 1.442 0.537
H 1.089 -0.701 -0.299
H -0.176 -0.553 1.440
H 0.377 -1.218 0.324
H -0.834 0.362 -1.142
H 1.245 0.621 -0.618
C -0.321 -0.186 -0.046
Br 0.038 0.334 -0.124
Br -1.431 -1.225 -0.037
Br 0.321 -0.152 0.332
H 0.195 -0.057 -0.146
C -0.026 0.069 0.123
Br 0.011 0.205 0.225
Br -0.060 0.022 -0.599
Br 0.129 -0.272 0.145
H 0.196 0.120 -0.074
C -0.002 -0.126 -0.002
Br -0.210 0.208 0.259
Br -0.007 0.049 -0.325
Br -0.009 -0.373 -0.183
H 0.128 0.184 0.007
C 0.305 -0.070 0.159
Br -0.105 0.135 0.179
Br -0.158 -0.112 -0.324
Br 1.845 -0.793 0.209
H 0.173 0.174 -0.089
C -0.049 0.035 0.042
Br 0.015 -0.263 0.010
Br 0.410 0.100 0.287
Br -0.148 0.098 0.103
H -0.107 0.039 -0.182
C -0.037 -0.065 0.025
Br -0.138 0.131 0.232
Br -0.199 -0.038 -0.328
Br 0.191 -0.269 0.062
H 0.162 0.161 -0.046
C 0.859 0.559 0.068
Br 0.201 0.275 0.107
Br -1.116 3.025 0.558
Br -0.079 -0.223 -0.210
H 0.674 0.981 0.004
C -0.042 -0.015 0.086
Br 0.136 0.034 0.306
Br -0.335 0.151 -0.024
Br 0.076 -0.302 -0.129
H 0.157 0.142 -0.129
C 0.099 0.124 -0.052
Br 0.315 -0.064 -0.090
Br -0.231 0.124 -0.168
Br -0.087 -0.041 0.377
H -0.083 -0.224 -0.063
C -0.056 -0.024 -0.004
Br -0.164 0.250 -0.174
Br -0.037 -0.324 -0.128
Br -0.017 0.036 0.357
H 0.227 0.074 -0.066
C -0.356 0.408 -0.797
Br -2.135 -2.127 -4.796
Br -0.323 -0.232 0.328
Br 0.357 0.243 0.339
H 0.156 -0.285 0.121
C -0.121 -0.086 -0.123
Br -0.221 -0.140 0.211
Br -0.096 0.388 -0.082
Br 0.066 -0.141 -0.280
H 0.381 -0.003 0.197
C 0.067 0.393 0.103
Br 0.041 0.191 0.026
Br -0.260 -0.351 -0.167
Br 0.296 -0.181 0.549
H 0.135 -0.137 -0.132
C -0.060 0.045 0.039
Br 0.033 0.218 0.314
Br -0.081 0.157 -0.294
Br -0.213 -0.295 0.034
H 0.224 -0.056 -0.034
C -0.123 -0.156 -0.266
Br -0.003 -0.377 -0.129
Br 0.277 0.237 -0.040
Br -0.443 0.218 0.220
H -0.195 0.085 -0.139
C 0.009 0.057 -0.024
Br -0.130 -0.116 -0.311
Br -0.204 0.155 0.213
Br 0.327 0.058 0.020
H -0.008 -0.220 0.113
C 0.121 0.081 -0.107
Br 0.733 -0.132 0.228
Br -0.378 0.438 -0.261
Br -0.080 -0.069 0.395
H -0.138 -0.176 -0.094
C -0.125 -0.058 -0.052
Br 0.280 0.156 0.274
Br -0.332 0.163 -0.065
Br 0.056 -0.218 -0.106
H 0.124 0.171 -0.086
C 0.038 0.005 0.070
Br 0.047 0.134 -0.344
Br -0.313 0.016 0.122
Br 0.106 0.190 0.252
H 0.001 -0.239 -0.074
C -0.127 0.044 0.013
Br 0.183 -0.180 0.258
Br 0.016 0.351 0.025
Br -0.354 -0.210 0.002
H 0.182 -0.013 -0.166
C 0.247 0.066 0.004
Br 0.445 -0.240 0.065
Br -0.487 0.029 -0.050
Br -0.092 -0.071 0.397
H -0.093 -0.201 -0.084
C 0.083 0.173 -0.080
Br -0.189 -0.176 -0.368
Br -0.119 0.167 0.106
Br 0.184 0.029 0.131
H 0.004 -0.178 0.166
C 0.151 0.081 -0.006
Br -0.010 -0.101 -0.432
Br -0.215 0.227 0.215
Br 0.264 0.013 -0.014
H -0.045 -0.211 0.128

LUMO, eV: -5.13
Orbital gap, eV: 5.31
E_tot, Eh: -179235.06942
Total charge: +1